No. 1
Computed, not measured: a structure of composition C25H63O7P2Si2, with ωB97M-V/def2-TZVPD.

ORCA input file:
```
! wB97M-V def2-TZVPD RIJCOSX def2/J DEFGRID3
* xyz -1 1
O -1.810 4.168 -1.042
C -0.604 3.893 -0.816
O 0.237 4.488 -0.128
Si 0.003 2.243 -1.573
O 0.197 1.137 -0.302
Si -1.153 0.521 0.359
O -1.847 1.423 1.533
P -0.695 -1.517 1.201
P -0.296 -1.171 3.306
O 0.198 0.146 3.723
O 0.630 -2.432 3.709
O -1.641 -1.623 4.059
H -0.928 1.680 -2.594
H 1.326 2.349 -2.242
H -2.135 0.320 -0.732
H -2.437 2.115 1.208
H 0.644 -1.734 0.819
H 1.378 -2.510 3.104
H -2.005 -0.851 4.514
C 2.446 -6.349 8.696
C 2.007 -6.480 7.241
C 1.937 -5.145 6.502
C 0.941 -4.139 7.081
C -0.500 -4.641 7.166
C -1.091 -4.997 5.807
H 1.742 -5.748 9.275
H 2.517 -7.325 9.178
H 3.425 -5.870 8.764
H 1.035 -6.981 7.198
H 2.706 -7.135 6.714
H 1.693 -5.332 5.452
H 2.932 -4.688 6.501
H 0.963 -3.239 6.460
H 1.270 -3.828 8.077
H -1.108 -3.859 7.627
H -0.562 -5.505 7.836
H -1.056 -4.139 5.134
H -2.134 -5.308 5.895
H -0.547 -5.815 5.330
C -0.494 -1.880 -3.462
C -1.027 -1.686 -4.875
C -0.214 -2.439 -5.929
C 1.261 -2.033 -5.997
C 1.509 -0.545 -6.240
C 0.947 -0.042 -7.566
H 0.524 -1.498 -3.368
H -1.110 -1.344 -2.738
H -0.489 -2.938 -3.184
H -1.042 -0.618 -5.108
H -2.067 -2.019 -4.925
H -0.682 -2.301 -6.908
H -0.266 -3.513 -5.719
H 1.746 -2.610 -6.792
H 1.762 -2.323 -5.068
H 2.588 -0.365 -6.215
H 1.090 0.044 -5.420
H 1.371 -0.599 -8.405
H 1.175 1.014 -7.714
H -0.138 -0.150 -7.609
C -7.127 7.096 -1.408
C -6.692 6.046 -0.391
C -6.392 6.624 0.991
C -5.248 7.641 1.022
C -3.920 7.119 0.475
C -3.358 5.924 1.233
H -6.342 7.833 -1.581
H -7.364 6.639 -2.370
H -8.017 7.630 -1.063
H -5.815 5.515 -0.767
H -7.482 5.296 -0.291
H -6.161 5.802 1.673
H -7.299 7.099 1.384
H -5.104 7.965 2.059
H -5.542 8.538 0.466
H -3.191 7.933 0.500
H -4.028 6.848 -0.579
H -3.207 6.167 2.290
H -2.409 5.607 0.800
H -4.029 5.064 1.177
C 6.866 -0.533 -3.779
C 6.035 -1.492 -2.933
C 4.566 -1.555 -3.350
C 3.811 -0.229 -3.234
C 3.808 0.401 -1.841
C 3.143 -0.475 -0.787
H 6.508 0.493 -3.690
H 7.914 -0.543 -3.473
H 6.823 -0.811 -4.835
H 6.108 -1.206 -1.880
H 6.462 -2.497 -3.005
H 4.060 -2.317 -2.751
H 4.508 -1.901 -4.389
H 2.773 -0.398 -3.541
H 4.217 0.490 -3.951
H 3.272 1.348 -1.903
H 4.828 0.647 -1.530
H 2.115 -0.705 -1.074
H 3.105 0.037 0.175
H 3.682 -1.416 -0.646
*
```

E = -2779.0358 Ha
E_HOMO = -4.39 eV
orbital gap = 6.638 eV

---

No. 2
Computed, not measured: a cluster of 2 separate species, C5H11O5 in total, with ωB97M-V/def2-TZVPD.

ORCA input file:
```
! wB97M-V def2-TZVPD RIJCOSX def2/J DEFGRID3
* xyz 0 2
C -2.011 -1.536 0.184
C -2.646 -0.737 -0.969
C -2.578 0.837 -0.756
O -1.640 0.952 0.239
C 1.796 0.608 0.892
C 2.305 -0.768 0.554
O 3.640 -0.627 0.160
O 1.840 1.311 -0.198
O 2.469 2.763 -0.171
O -2.724 -1.020 -2.128
H -1.531 -0.851 0.872
H -2.613 -2.165 0.836
H -1.235 -2.116 -0.275
H -2.134 1.235 -1.662
H -3.571 1.266 -0.588
H -1.473 1.781 0.658
H 0.731 0.598 1.170
H 2.093 -1.408 1.420
H 1.716 -1.101 -0.301
H 4.183 -1.448 0.130
H 3.384 2.424 -0.066
*
```

E = -573.0466 Ha
E_HOMO (alpha / beta) = -9.17 / -9.48 eV
orbital gap (alpha / beta) = 9.722 / 8.443 eV
⟨S²⟩ = 0.77

---

No. 3
Computed, not measured: a structure of composition C24H28AsNORhS4Si2, with ωB97M-V/def2-TZVPD.

ORCA input file:
```
! wB97M-V def2-TZVPD RIJCOSX def2/J DEFGRID3
* xyz -1 1
Rh 0.567 0.122 0.299
C -0.029 0.817 4.554
C 1.227 1.238 4.972
C 2.257 1.297 4.055
C 2.048 0.953 2.713
C 0.768 0.579 2.261
C -0.243 0.496 3.222
C 3.164 0.923 1.756
C 4.486 1.250 2.156
C 5.508 1.200 1.268
C 5.253 0.808 -0.060
C 6.267 0.732 -1.035
C 5.974 0.340 -2.312
C 4.648 0.007 -2.647
C 3.645 0.075 -1.718
C 3.914 0.484 -0.396
N 2.895 0.555 0.514
H -0.845 0.740 5.263
H 1.405 1.502 6.008
H 3.234 1.605 4.406
H -1.234 0.178 2.926
H 4.680 1.539 3.177
H 6.520 1.452 1.564
H 7.282 0.987 -0.751
H 6.754 0.279 -3.060
H 4.415 -0.316 -3.654
H 2.631 -0.200 -1.975
O -0.522 -5.979 -2.577
C -0.327 -4.893 -2.092
S -0.061 -4.622 -0.360
C 0.158 -2.882 -0.455
C 0.078 -2.312 -1.676
S 0.283 -0.622 -2.000
S -0.283 -3.386 -3.017
S 0.432 -2.001 1.023
C -3.817 2.787 -1.489
Si -2.421 1.542 -1.809
C -3.094 0.348 -3.104
C -1.016 2.567 -2.545
As -1.811 0.801 0.341
Si -3.343 -0.967 0.563
C -3.212 -2.418 -0.624
C -5.053 -0.199 0.296
C -3.290 -1.627 2.325
H -4.154 3.234 -2.430
H -3.482 3.591 -0.830
H -4.678 2.308 -1.018
H -3.346 0.917 -4.006
H -4.006 -0.143 -2.756
H -2.362 -0.418 -3.369
H -1.366 3.103 -3.433
H -0.166 1.953 -2.839
H -0.675 3.309 -1.819
H -2.964 -2.104 -1.638
H -4.169 -2.951 -0.652
H -2.450 -3.120 -0.290
H -5.217 0.049 -0.755
H -5.184 0.711 0.886
H -5.827 -0.914 0.592
H -2.275 -1.932 2.586
H -3.942 -2.501 2.417
H -3.626 -0.875 3.045
*
```

E = -5579.6225 Ha
E_HOMO = -3.77 eV
orbital gap = 5.562 eV

---

No. 4
Computed, not measured: the ion C7H13O with charge -1, with ωB97M-V/def2-TZVPD.

ORCA input file:
```
! wB97M-V def2-TZVPD RIJCOSX def2/J DEFGRID3
* xyz -1 1
C -1.054 2.032 -1.671
O -0.481 3.214 -2.022
C 0.149 1.190 -0.858
C -0.672 0.262 0.236
C 0.069 -0.748 0.962
C -0.270 -2.080 0.815
C 0.581 -3.277 1.000
C 1.373 -0.389 1.616
H -1.774 2.166 -0.902
H -1.334 1.546 -2.545
H 0.699 0.582 -1.560
H 0.928 1.868 -0.431
H -1.355 -0.348 -0.443
H -1.089 1.080 0.812
H -1.179 -2.346 0.316
H 0.501 -3.842 1.949
H 0.321 -3.972 0.251
H 1.622 -3.260 0.941
H 1.566 -1.036 2.500
H 1.519 0.587 1.621
H 2.370 -0.680 1.063
*
```

E = -349.6415 Ha
E_HOMO = -1.94 eV
orbital gap = 5.326 eV
SMILES string = C/C=C(\C)CCC[O-]

---

No. 5
Computed, not measured: a cluster of 2 separate species, C3H4BrOS in total, with ωB97M-V/def2-TZVPD.

ORCA input file:
```
! wB97M-V def2-TZVPD RIJCOSX def2/J DEFGRID3
* xyz -1 1
C -2.485 -0.009 -0.416
C 1.182 0.575 0.400
C 0.525 -0.567 -0.331
O -2.691 -0.477 -1.469
S -2.547 0.709 0.966
Br 1.127 -2.290 0.460
H 0.830 0.618 1.435
H 2.286 0.552 0.425
H 0.887 1.506 -0.096
H 0.886 -0.617 -1.374
*
```

E = -3164.1410 Ha
E_HOMO = -1.82 eV
orbital gap = 5.015 eV

---

No. 6
Computed, not measured: a cluster of 6 separate species, C19H49Br3ClN6O12P2 in total, with ωB97M-V/def2-TZVPD.

ORCA input file:
```
! wB97M-V def2-TZVPD RIJCOSX def2/J DEFGRID3
* xyz -1 1
Cl 19.715 -24.571 20.175
O 19.572 -23.222 19.771
O 21.025 -25.138 20.011
O 19.600 -24.475 21.593
O 18.664 -25.431 19.672
C 21.232 -26.362 16.642
Br 22.238 -27.751 15.581
Br 19.233 -26.486 16.451
Br 21.869 -24.513 16.405
H 21.415 -26.616 17.686
O 19.938 -20.213 21.084
P 21.309 -19.676 20.805
N 21.334 -18.184 19.963
C 22.561 -17.727 19.285
C 20.268 -17.228 20.200
N 22.306 -20.651 19.891
C 22.966 -21.835 20.395
C 21.832 -20.921 18.495
N 22.262 -19.279 22.173
C 21.777 -19.469 23.528
C 23.618 -18.684 22.201
H 23.359 -18.469 19.270
H 22.955 -16.870 19.831
H 22.353 -17.317 18.296
H 19.681 -16.937 19.329
H 20.640 -16.322 20.678
H 19.546 -17.675 20.884
H 22.655 -22.812 20.027
H 24.051 -21.800 20.293
H 22.993 -21.855 21.485
H 21.306 -20.095 18.016
H 22.579 -21.226 17.761
H 21.175 -21.791 18.462
H 21.190 -18.619 23.875
H 21.271 -20.433 23.479
H 22.622 -19.721 24.169
H 24.095 -18.706 21.221
H 24.345 -19.287 22.745
H 23.417 -17.639 22.437
O 16.389 -24.394 23.120
P 16.346 -25.522 24.123
N 15.443 -25.246 25.495
C 14.406 -24.161 25.349
C 15.404 -26.101 26.692
N 17.939 -26.118 24.639
C 18.738 -25.118 25.440
C 18.794 -27.035 23.899
N 15.664 -26.953 23.530
C 14.734 -26.881 22.390
C 16.108 -28.378 23.680
H 14.838 -23.165 25.448
H 13.589 -24.301 26.057
H 13.947 -24.311 24.371
H 15.806 -25.571 27.556
H 15.994 -26.999 26.507
H 14.360 -26.282 26.947
H 18.023 -24.815 26.205
H 19.619 -25.538 25.926
H 18.960 -24.299 24.756
H 18.568 -26.850 22.849
H 19.826 -26.814 24.170
H 18.515 -28.075 24.069
H 14.049 -26.149 22.819
H 15.357 -26.796 21.500
H 14.058 -27.735 22.335
H 15.274 -29.078 23.719
H 16.661 -28.449 24.616
H 16.729 -28.644 22.825
C 21.226 -28.141 21.772
O 20.665 -29.484 21.797
C 21.580 -30.445 22.121
O 22.808 -30.349 22.257
O 20.910 -31.624 22.221
C 21.664 -32.795 22.760
H 21.105 -27.879 20.721
H 22.239 -28.045 22.165
H 20.562 -27.411 22.234
H 22.281 -33.296 22.015
H 20.946 -33.571 23.026
H 22.009 -32.601 23.776
C 15.573 -25.202 18.627
O 14.436 -24.381 18.749
C 14.577 -23.281 19.481
O 15.533 -22.924 20.176
O 13.556 -22.478 19.122
C 13.438 -21.144 19.559
H 16.151 -25.210 19.551
H 16.227 -24.826 17.840
H 15.191 -26.147 18.239
H 13.615 -21.118 20.635
H 12.462 -20.797 19.218
H 14.239 -20.557 19.110
*
```

E = -10849.4648 Ha
E_HOMO = -5.64 eV
orbital gap = 7.513 eV

---

No. 7
Computed, not measured: a structure of composition C22H16Cl3MnN4OS, with ωB97M-V/def2-TZVPD.

ORCA input file:
```
! wB97M-V def2-TZVPD RIJCOSX def2/J DEFGRID3
* xyz 1 6
Mn 0.214 -0.535 -0.244
Cl 3.922 -2.383 5.894
C 2.891 -2.227 4.517
C 3.055 -1.155 3.656
C 2.209 -1.045 2.574
Cl 2.370 0.262 1.444
C 1.174 -1.961 2.287
O 0.382 -1.809 1.260
C 1.078 -3.044 3.183
Cl -0.115 -4.254 2.879
C 1.912 -3.178 4.277
H 3.837 -0.429 3.829
H 1.802 -4.029 4.933
C -1.301 3.675 0.149
C -0.918 2.376 0.483
N -0.134 1.632 -0.277
C 0.357 2.167 -1.423
C 0.031 3.473 -1.832
C -0.828 4.226 -1.014
C 0.579 3.997 -3.045
C 1.448 3.274 -3.780
C 1.816 1.948 -3.387
C 2.716 1.168 -4.133
C 2.974 -0.121 -3.744
C 2.350 -0.615 -2.598
N 1.523 0.102 -1.858
C 1.248 1.377 -2.235
H -1.948 4.230 0.813
H -1.244 1.927 1.414
H -1.091 5.234 -1.307
H 0.279 4.990 -3.354
H 1.875 3.673 -4.691
H 3.200 1.597 -5.001
H 3.654 -0.751 -4.299
H 2.542 -1.626 -2.261
C -4.112 -0.069 0.069
N -3.549 -1.341 0.474
C -4.007 -2.142 1.504
C -3.243 -3.251 1.516
N -2.335 -3.115 0.492
C -2.506 -1.941 -0.133
S -1.661 -1.351 -1.500
H -4.744 0.311 0.867
H -4.707 -0.187 -0.836
H -3.312 0.636 -0.139
H -4.823 -1.847 2.138
H -3.265 -4.106 2.166
H -1.596 -3.762 0.273
*
```

E = -4071.9387 Ha
E_HOMO (alpha / beta) = -10.08 / -10.19 eV
orbital gap (alpha / beta) = 6.579 / 6.592 eV
⟨S²⟩ = 8.76

---

No. 8
Computed, not measured: a cluster of 2 separate species, C5H14 in total, with ωB97M-V/def2-TZVPD.

ORCA input file:
```
! wB97M-V def2-TZVPD RIJCOSX def2/J DEFGRID3
* xyz 0 1
C 0.975 -0.237 -2.799
C 1.100 -1.448 -1.890
H 0.383 0.496 -2.282
H 1.955 0.224 -2.950
H 0.361 -0.450 -3.678
H 1.948 -1.370 -1.198
H 1.077 -2.483 -2.217
H 0.144 -1.630 -1.331
C -0.367 0.092 1.789
C -1.858 0.252 2.141
C 0.199 1.337 1.026
H 0.232 -0.167 2.674
H -0.368 -0.734 1.066
H -1.929 0.092 3.226
H -0.618 1.780 0.456
H 0.508 2.032 1.816
H -2.763 -0.146 1.699
H -2.046 1.350 1.985
H 1.069 1.009 0.468
*
```

E = -198.8467 Ha
E_HOMO = -10.82 eV
orbital gap = 11.943 eV
SMILES string = CCC.CC